23
Properties=species:S:1:pos:R:3:forces:R:3 method="wB97M-V/def2-TZVPD" e_homo_ev=-2.992 gap_ev=7.2 e_above_lowest_ev=0.2974 total_charge=-1
C -2.513667 0.858531 -2.002931 0.05 -0.08 -0.09
N -1.651828 1.911923 -1.492415 0.10 0.18 -0.13
C -1.339318 1.675672 -0.048372 0.05 -0.22 0.18
O -0.699985 0.531265 0.210755 -0.04 0.00 0.06
H -2.164013 -0.145025 -1.730887 0.01 -0.01 0.01
H -2.587933 0.922868 -3.093741 -0.04 0.02 0.03
H -3.517709 0.989908 -1.590559 -0.05 -0.01 0.00
H -0.750915 1.823608 -1.963074 -0.12 -0.03 0.08
H -2.337400 1.758755 0.455161 0.00 0.06 -0.05
H -0.768307 2.584079 0.256206 -0.01 0.08 -0.02
C 2.084561 0.222925 2.072480 0.09 -0.01 0.09
C 1.973725 -0.674780 0.856860 -0.08 -0.13 0.11
N 0.876470 -1.621733 1.020669 -0.07 -0.02 -0.05
C 0.635143 -2.323627 -0.230662 -0.04 0.04 0.03
H 2.929347 0.908303 1.975561 0.03 0.04 0.00
H 2.219079 -0.362615 2.988017 -0.03 0.01 -0.07
H 1.171976 0.811874 2.151623 -0.08 0.02 0.02
H 2.901062 -1.240291 0.709285 0.08 -0.04 -0.02
H 1.801991 -0.046218 -0.024633 0.02 0.05 -0.08
H 0.046213 -1.036514 1.154093 0.08 0.14 -0.08
H -0.244857 -2.959943 -0.133540 -0.02 -0.06 0.03
H 0.448346 -1.626991 -1.060363 0.04 -0.01 -0.01
H 1.488018 -2.961974 -0.479533 0.06 -0.03 -0.02



23
Properties=species:S:1:pos:R:3:forces:R:3 method="wB97M-V/def2-TZVPD" e_homo_ev=-12.068 gap_ev=8.6 e_above_lowest_ev=3.0048 smiles=CNCC[C@@H]([NH3+])CO total_charge=+1
C -1.533070 -1.973941 0.199093 -0.27 -0.57 1.75
O -1.350098 -3.031913 1.182746 -0.55 -1.58 -2.03
C -0.447229 -0.922951 0.525334 -0.31 -1.60 -1.20
C -0.673088 0.359774 -0.272894 -1.43 0.54 2.28
C 0.425012 1.388650 -0.165892 -0.43 2.07 -6.12
C 2.083128 2.425726 -1.816787 0.70 -2.21 -0.25
N 1.379509 1.188108 -1.481916 -3.26 0.41 1.71
N -0.471376 -0.905242 2.076098 -1.43 -1.04 -0.30
H -1.594918 -2.390881 -0.780349 0.92 0.04 -0.96
H -2.576651 -1.651065 0.348783 0.42 0.92 0.14
H -1.637303 -3.855935 0.678168 0.64 1.27 1.52
H 0.579752 -1.285708 0.356061 -0.53 -0.23 -0.37
H -0.889929 0.186969 -1.330409 0.58 -0.56 0.12
H -1.676031 0.761372 0.055935 0.95 -0.02 0.06
H -0.067238 2.412985 -0.355778 0.82 -1.46 0.25
H 1.080783 1.552284 0.605865 1.13 -0.36 2.64
H 2.747478 2.234455 -2.662999 0.41 -0.24 0.40
H 2.603555 2.699410 -0.930262 0.80 1.28 0.35
H 1.438858 3.138452 -2.246972 -1.16 1.06 0.21
H 1.960876 0.406114 -1.257697 0.81 -0.09 -0.04
H 0.234700 -1.571552 2.458325 -1.13 0.05 -0.45
H -0.146055 -0.029940 2.380341 0.10 1.88 0.76
H -1.470670 -1.135165 2.435204 2.25 0.46 -0.44



23
Properties=species:S:1:pos:R:3:forces:R:3 method="wB97M-V/def2-TZVPD" e_homo_ev=-12.017 gap_ev=8.9 e_above_lowest_ev=1.0313 total_charge=+1
C -2.132832 0.679157 1.419985 -0.17 -0.18 0.52
C -0.931431 1.469176 0.935321 0.04 0.26 -0.70
C -0.368532 0.892403 -0.346355 -0.03 0.17 0.89
C 0.908835 0.517188 -0.415244 -0.07 -0.29 -1.10
N 1.495589 -0.180993 -1.474068 -0.03 -0.16 0.39
C 2.737185 0.380677 -2.009056 -0.20 0.02 -0.47
N -1.836856 -0.813159 1.310048 -0.41 0.13 -0.32
H -2.387827 0.916720 2.451029 0.12 -0.15 0.05
H -3.033747 0.847901 0.840083 0.02 0.08 -0.23
H -1.231684 2.516194 0.787585 -0.10 -0.25 0.12
H -0.158022 1.472794 1.696516 0.11 -0.01 0.19
H -1.066887 0.758431 -1.162413 0.10 -0.06 -0.27
H 1.612534 0.715508 0.377828 0.04 0.15 0.31
H 0.856118 -0.453619 -2.212147 -0.04 0.29 0.12
H 3.515810 0.456953 -1.253731 -0.12 0.03 0.13
H 3.091008 -0.265881 -2.800811 0.18 -0.25 -0.05
H 2.551909 1.351620 -2.475681 0.16 0.14 0.21
H -0.836680 -1.006269 1.153872 0.17 -0.18 -0.12
H -2.308207 -1.162373 0.470597 0.28 -0.10 0.15
H -2.152877 -1.401673 2.080451 -0.07 0.30 0.17
H 0.984882 -2.047190 -0.224645 -0.04 0.12 0.09
H 0.336613 -3.302726 0.395132 0.06 0.04 0.08
O 0.355101 -2.340840 0.455706 0.01 -0.08 -0.18



23
Properties=species:S:1:pos:R:3:forces:R:3 method="wB97M-V/def2-TZVPD" e_homo_ev=-13.427 gap_ev=10.0 e_above_lowest_ev=4.0561 smiles=[NH3+]CCNCCCO total_charge=+1
C -1.434993 0.751335 -1.258617 2.86 -2.70 -2.20
N -0.499880 0.575143 -0.088516 -2.19 0.64 2.17
C -0.063784 -0.839647 0.192304 -3.05 -1.00 -2.37
C 0.859329 -0.972968 1.344048 -0.14 2.32 1.69
C 0.004658 -0.603552 2.609607 -1.34 -1.19 0.87
O -0.090973 0.763245 2.863202 1.24 1.64 0.39
C -0.313898 0.248990 -2.362908 -1.29 2.78 1.17
N 1.071152 0.860278 -1.901340 2.32 -2.30 -6.12
H -1.826061 1.752668 -1.487661 0.55 -0.22 0.65
H -2.223805 -0.010058 -1.578237 0.45 0.81 1.63
H -0.842280 1.027806 0.799532 0.35 -0.67 -1.24
H 0.248456 -1.226231 -0.836883 0.20 0.02 2.02
H -1.034355 -1.494242 0.436317 1.97 1.18 -0.54
H 1.722344 -0.221964 1.397798 -1.07 -0.86 -0.49
H 1.301050 -1.940351 1.439103 0.00 -0.79 -0.04
H -1.129249 -0.790916 2.651928 1.69 -1.30 -0.93
H 0.448919 -1.058973 3.500515 -0.12 -0.41 -0.24
H 0.474939 0.889040 3.633916 -0.17 0.80 -0.22
H -0.620426 0.359864 -3.380482 0.44 1.69 -0.89
H -0.313005 -0.798876 -2.414471 0.74 -1.43 0.91
H 1.710086 -0.038531 -1.823692 -1.17 2.55 -0.11
H 1.524576 1.505007 -2.763009 -1.49 -2.03 3.25
H 1.027202 1.262932 -0.972452 -0.79 0.46 0.66



23
Properties=species:S:1:pos:R:3:forces:R:3 method="wB97M-V/def2-TZVPD" e_homo_ev=-12.713 gap_ev=9.6 e_above_lowest_ev=1.8400 smiles=C[C@@H](O)CNCC[NH3+] total_charge=+1
C -1.362090 -1.068789 -0.262228 -0.54 -0.25 -2.10
N -0.015631 -1.518807 -0.025728 0.43 1.56 1.31
C 0.782687 -0.824398 1.040963 1.88 0.51 -1.77
C 0.627064 0.726579 1.168183 -3.03 -1.36 -0.49
C 1.198799 1.304877 2.418748 0.10 0.81 0.86
O 1.018348 1.407756 -0.047973 0.20 -0.26 0.21
C -1.495879 -0.746089 -1.833458 -1.15 -2.43 1.92
N -0.688382 0.435472 -2.254524 -0.91 0.60 0.52
H -1.713048 -0.190121 0.272042 0.61 0.19 0.30
H -2.160708 -1.783230 -0.033653 0.24 -0.29 -0.18
H 0.168173 -2.519027 0.014195 -0.54 0.38 -0.05
H 0.680327 -1.221039 2.043059 -0.28 -0.26 0.17
H 1.838184 -1.022423 0.666189 -0.93 0.32 0.97
H -0.489132 0.930968 1.212412 1.01 -0.38 0.30
H 0.651241 2.218069 2.698052 0.64 0.29 -0.60
H 1.047184 0.780243 3.359319 -0.13 -0.95 -0.36
H 2.267300 1.439309 2.334212 0.32 0.40 -0.03
H 1.070307 2.345721 0.181328 0.11 -0.05 -0.18
H -2.600000 -0.712230 -2.039781 1.21 0.62 -0.39
H -1.063559 -1.655140 -2.327749 -0.46 1.04 0.20
H -1.264846 1.263729 -2.438092 -0.20 -0.42 -0.53
H -0.218772 0.130797 -3.108010 0.58 0.80 0.31
H -0.104839 0.823600 -1.464935 0.83 -0.85 -0.41



23
Properties=species:S:1:pos:R:3:forces:R:3 method="wB97M-V/def2-TZVPD" e_homo_ev="-18.063 / -17.957" gap_ev="10.9 / 5.4" spin_multiplicity=2 e_above_lowest_ev=2.9608 total_charge=+2
C 0.428473 0.413122 1.118038 0.64 -0.52 -0.16
N -0.770661 0.311910 0.253487 -0.71 -0.90 2.67
C -1.596070 -0.895650 0.473675 0.45 -0.01 -0.81
C -3.013649 -0.781777 -0.072678 -0.26 -1.01 -0.62
O -3.630980 -2.043264 0.103053 0.36 0.75 0.78
C 1.691414 -0.186422 0.460162 0.08 0.16 -2.01
N 1.817430 0.279366 -1.025155 -0.15 1.34 0.31
C 2.609371 1.550709 -1.193156 1.52 0.70 -0.33
H 0.725987 1.421733 1.428996 -0.86 0.05 -0.30
H 0.143870 -0.180019 2.007493 0.62 0.36 -0.19
H -1.325235 1.175147 0.192594 0.18 -0.02 -0.68
H -1.179499 -1.810088 0.001659 0.30 0.38 -0.21
H -1.524735 -1.211671 1.536648 0.01 0.51 -0.10
H -3.563286 0.012622 0.443680 -0.02 0.15 -0.42
H -2.945445 -0.698745 -1.170347 -0.22 0.69 0.45
H -3.908779 -2.069672 1.030451 -0.36 -0.46 -0.19
H 1.754029 -1.268789 0.301056 -0.22 0.16 1.03
H 2.588631 0.261362 0.888444 -0.16 -0.61 0.52
H 2.207741 -0.494212 -1.564105 0.14 0.16 -0.18
H 0.916120 0.529747 -1.430367 -0.18 -0.64 -0.13
H 3.554657 1.466287 -0.647810 -0.41 0.03 0.33
H 2.053047 2.456384 -0.927740 -0.14 -0.55 0.44
H 2.967569 1.761920 -2.208075 -0.60 -0.72 -0.18



24
Properties=species:S:1:pos:R:3:forces:R:3 method="wB97M-V/def2-TZVPD" e_homo_ev=-13.677 gap_ev=10.5 e_above_lowest_ev=0.9104 total_charge=+1
N -0.086759 -1.439617 -2.160628 -0.90 -0.68 -0.72
C -0.656219 -0.283245 -1.449830 0.99 1.33 0.43
C 0.574813 0.551460 -0.968328 -0.59 -0.45 0.12
N 0.284452 1.663235 -0.270047 0.25 -0.01 0.55
C -0.936329 1.882984 0.512706 -0.73 -0.22 -0.43
C -1.166924 0.971896 1.720967 0.28 -0.31 0.17
C 0.098410 0.614925 2.503650 -0.26 0.76 1.13
O 1.677089 0.180083 -1.311940 0.27 0.20 -0.12
H -0.763686 -2.110825 -2.538697 -0.37 0.40 0.23
H 0.412051 -1.098457 -2.982694 0.61 -0.11 0.31
H 0.522611 -2.014624 -1.548108 0.86 0.27 0.04
H -1.137511 0.415147 -2.133969 -0.56 -0.52 -0.10
H -1.272106 -0.566237 -0.608072 -0.28 -0.25 -0.14
H 1.093219 2.187552 0.033078 0.13 -0.09 -0.13
H -1.771996 1.740895 -0.179805 -0.09 0.34 0.13
H -0.956434 2.919193 0.838732 0.19 0.09 -0.22
H -1.701284 0.063386 1.426064 0.29 -0.14 -0.22
H -1.892523 1.433887 2.391923 0.08 0.29 -0.07
H 0.356937 1.362273 3.266842 -0.34 0.28 -0.28
H 1.011077 0.580536 1.916510 -0.08 -0.77 -0.23
H -0.112870 -0.248479 3.135496 0.46 -0.38 -0.45
H 2.753932 -2.527094 -0.813822 0.03 0.20 -0.09
H 1.818448 -3.418318 0.001152 -0.04 -0.13 0.05
O 1.851603 -2.860555 -0.781181 -0.19 -0.10 0.06



23
Properties=species:S:1:pos:R:3:forces:R:3 method="wB97M-V/def2-TZVPD" e_homo_ev=-8.826 gap_ev=9.7 e_above_lowest_ev=2.7983 smiles=CN[C@H](CN)CCN
C -2.461538 0.116162 -0.469542 0.93 0.41 -0.58
N -1.599570 -0.361528 0.616115 1.83 -0.75 -0.71
C -0.087770 -0.270292 0.208899 -2.20 0.35 3.47
C 0.345687 1.212273 0.659475 -1.09 -1.88 2.39
C 0.892648 2.078275 -0.391753 1.02 -1.58 -4.29
N 2.010808 1.565812 -1.418880 -1.98 1.66 2.37
C 0.621209 -1.547077 0.914880 -0.02 3.47 1.32
N 0.466613 -2.706221 0.160868 0.35 -5.59 -1.23
H -2.231404 1.193325 -0.774141 -0.34 -1.28 0.74
H -3.467599 0.025447 -0.079044 -0.40 0.20 -0.47
H -2.299701 -0.487476 -1.400502 -0.45 0.36 0.51
H -1.807950 -1.373025 0.747744 0.22 0.96 -0.26
H -0.052380 -0.299972 -0.838894 0.35 -0.54 -1.68
H -0.620625 1.702603 0.998340 1.05 -0.62 -0.29
H 0.953303 1.150028 1.630736 -0.42 0.08 -1.45
H 0.135737 2.485245 -1.052521 -0.60 -0.42 -0.15
H 1.350529 2.927927 -0.105998 1.42 2.86 1.91
H 1.683908 0.679062 -1.705501 0.13 -1.31 -0.43
H 2.793739 1.475586 -0.792289 0.58 -0.58 -0.22
H 0.053267 -1.708106 1.916604 1.29 0.56 -1.50
H 1.672964 -1.168891 1.065735 -0.68 -0.76 0.35
H 0.488749 -3.672304 0.660633 -0.58 2.70 -0.15
H 1.159377 -3.016853 -0.550965 -0.41 1.71 0.35



23
Properties=species:S:1:pos:R:3:forces:R:3 method="wB97M-V/def2-TZVPD" e_homo_ev=-8.590 gap_ev=8.3 e_above_lowest_ev=9.4675
N 1.303317 -1.503734 -0.538443 -0.64 -0.10 0.88
C 0.969385 -0.333651 0.342586 -0.46 -0.66 -0.29
C 0.500559 -0.848713 1.739277 -0.69 0.82 -0.31
C -0.772688 -1.688880 1.886688 2.97 0.01 2.67
N -0.222096 -3.339710 1.231288 -1.90 2.32 -0.49
C 0.150122 0.732226 -0.456349 0.31 -0.86 2.08
N -0.222746 2.970539 -2.072977 -2.60 4.97 1.18
C -0.524548 4.006130 -2.874538 3.55 -3.36 -1.08
H 0.653366 -1.580128 -1.318057 0.12 0.40 0.02
H 1.041263 -2.316423 0.026538 0.63 -0.08 -0.41
H 1.910979 0.162284 0.584529 0.11 -0.06 -0.03
H 0.254470 0.025774 2.382266 0.66 -0.20 -0.25
H 1.347873 -1.414394 2.146196 -0.29 0.20 0.10
H -1.656553 -1.023312 1.869668 -0.30 -1.17 -1.05
H -0.692547 -2.135762 2.877626 -0.53 0.67 0.06
H -0.849541 -3.930088 1.780505 -0.18 0.01 -0.08
H -0.931025 -2.512724 0.845064 0.19 -2.20 -1.24
H -0.713261 1.158110 0.055854 0.01 -0.08 0.51
H 0.867530 1.527796 -0.529803 -0.27 0.41 -1.09
H -0.285391 0.312026 -1.343963 0.40 0.12 -0.77
H -1.259785 3.406129 -1.679718 1.04 -2.79 -0.73
H 0.239019 4.683893 -3.254946 0.48 0.56 0.34
H -1.107701 3.642610 -3.699292 -2.62 1.07 -0.02



23
Properties=species:S:1:pos:R:3:forces:R:3 method="wB97M-V/def2-TZVPD" e_homo_ev=-8.370 gap_ev=9.4 e_above_lowest_ev=1.9978 smiles="N/C=C/N.CCCN"
C -2.520568 -1.940203 0.317193 0.86 0.31 2.07
C -1.537372 -1.173254 0.843559 0.07 0.00 -1.21
N -0.682103 -1.560579 1.986481 -1.15 0.14 -1.38
N -3.245601 -1.605987 -0.826526 -0.78 -0.24 -1.28
H -2.859499 -2.862003 0.801863 0.59 0.08 0.08
H -1.329159 -0.240245 0.213855 -0.03 -1.15 1.27
H -0.518202 -0.756950 2.576265 0.24 -0.03 -0.04
H 0.201595 -1.966280 1.662263 -0.47 0.42 0.19
H -4.018543 -0.944035 -0.745583 0.53 -0.15 0.29
H -3.621584 -2.466429 -1.231325 0.05 0.60 0.05
C 1.964565 1.891725 0.035634 -0.61 0.53 -0.20
C 1.053092 0.860600 -0.644855 -0.29 -0.73 1.11
C 1.506738 0.235531 -1.927814 0.97 -1.31 -1.89
N 1.315548 2.209651 1.358719 1.65 0.91 -0.52
H 1.999925 2.828592 -0.548706 -0.24 -0.32 0.13
H 3.022933 1.569981 0.056304 -0.39 -0.21 0.39
H 0.069830 1.323822 -0.762559 0.07 -0.01 -0.03
H 0.884836 0.014802 0.078897 0.21 0.80 -0.39
H 2.569143 -0.153866 -1.896321 -1.04 0.37 0.24
H 1.498459 0.909584 -2.797792 -0.02 0.16 0.37
H 0.881556 -0.645290 -2.291106 0.55 1.05 0.86
H 1.808803 3.031793 1.780044 -0.63 -0.93 -0.50
H 1.555607 1.439039 1.961507 -0.12 -0.27 0.41



23
Properties=species:S:1:pos:R:3:forces:R:3 method="wB97M-V/def2-TZVPD" e_homo_ev=-7.244 gap_ev=8.2 e_above_lowest_ev=3.4234
C 1.212254 -0.906191 0.677741 -1.51 -0.01 -0.32
C 1.845230 0.350564 0.351027 -0.70 1.00 -0.50
C 1.506622 -2.115099 -0.187369 0.10 0.03 0.01
H 1.141160 -1.127121 1.741241 -0.10 -0.01 -0.02
H -0.078732 -0.570950 0.308324 1.42 -0.56 0.71
H 2.053138 1.013133 1.188888 0.21 -0.13 0.14
H 0.840755 -2.946208 0.051208 0.02 0.01 0.03
H 1.352487 -1.869096 -1.239911 0.06 0.00 0.01
H 2.682967 0.310971 -0.343917 -0.10 0.05 -0.07
H 0.946219 1.010617 -0.220234 1.07 -0.66 0.36
H 2.536435 -2.463795 -0.059477 -0.03 0.00 -0.03
C -1.153674 0.139976 -0.312670 -0.47 1.56 -0.75
N -1.292630 -0.607956 -1.538945 0.33 0.04 -0.05
N -2.208977 -0.039022 0.652721 0.14 -0.23 0.37
N -0.911185 2.479150 0.422838 0.33 -0.31 -0.07
C -0.593396 1.427869 -0.484243 -1.26 -0.63 0.11
H -2.857084 0.740997 0.702600 0.22 0.06 -0.05
H -1.562322 -1.566687 -1.359546 0.01 0.07 0.08
H -1.984713 -0.192609 -2.153937 0.02 -0.08 0.14
H -1.895329 -0.274536 1.584931 0.03 -0.03 -0.03
H -0.279655 3.263463 0.325455 -0.03 -0.01 -0.03
H -0.890785 2.178178 1.390294 -0.10 -0.05 -0.06
H -0.408783 1.764350 -1.497018 0.32 -0.08 0.03



23
Properties=species:S:1:pos:R:3:forces:R:3 method="wB97M-V/def2-TZVPD" e_homo_ev=-8.977 gap_ev=9.8 e_above_lowest_ev=0.1732 smiles="N=C(N)N.CCCC"
N 2.229283 -0.873408 -0.389265 0.56 0.26 -0.48
C 2.479600 -1.719594 0.696407 -0.28 -0.27 -0.17
N 1.571323 -2.742610 0.802839 -0.04 -0.18 0.28
N 3.381173 -1.581949 1.586086 0.09 0.14 -0.18
H 3.032798 -0.304599 -0.633990 -0.14 0.00 0.29
H 1.929010 -1.332225 -1.239862 -0.22 -0.16 0.21
H 0.958049 -3.013218 0.057220 0.08 0.16 -0.06
H 1.784247 -3.433671 1.501127 -0.02 0.03 -0.05
H 3.978633 -0.795637 1.350396 0.02 0.04 0.16
C -1.746794 2.901750 0.540928 0.45 0.07 0.10
C -1.217547 1.480013 0.343022 -0.08 0.37 0.08
C -1.922670 0.714893 -0.759014 0.02 -0.42 -0.07
C -1.258583 -0.604105 -1.146268 -0.11 -0.21 -0.30
H -1.519505 3.506558 -0.338548 -0.18 0.02 -0.08
H -1.204885 3.359200 1.368284 -0.04 0.11 0.09
H -2.808157 2.989051 0.767430 -0.10 -0.24 -0.10
H -1.289264 0.929549 1.283771 0.05 -0.09 -0.01
H -0.153510 1.583081 0.113663 0.04 -0.24 -0.01
H -1.990285 1.331392 -1.659159 -0.09 0.10 0.04
H -2.941940 0.476647 -0.442412 -0.08 0.23 -0.03
H -0.289113 -0.458697 -1.621633 0.09 0.15 0.11
H -1.880586 -1.127631 -1.876979 -0.02 -0.01 0.02
H -1.121277 -1.284789 -0.304043 0.01 0.14 0.14



Max |F|: 0.282; 6.477; 1.138; 6.940; 3.360; 2.901; 1.710; 5.734; 5.734; 2.497; 1.792; 0.778 (eV/A)
DFT total energy: -384.2398; -383.9406; -384.0131; -383.9020; -383.9834; -383.5015; -459.2843; -363.6843; -363.4392; -363.7137; -363.6613; -363.7807 (a.u.)